(1)
13
Properties=species:S:1:pos:R:3:forces:R:3 method="wB97M-V/def2-TZVPD" de_lowest_kcal_mol=79.9 fmax_ha_per_bohr=0.0945 homo_lumo_gap_ha=0.367 e_homo_ev=-13.92 energy_ha=-340.052766 charge=+1
C -0.115 0.013 0.886 -1.2 1.3 -0.8
C -0.141 1.273 0.341 -0.6 -1.4 -0.3
N 0.754 -0.648 1.481 -1.2 -3.6 3.0
N -0.226 -1.397 -1.253 -1.7 -2.5 -1.1
O -0.436 1.514 -0.916 0.6 3.5 1.9
O -0.035 2.216 1.264 -0.4 1.3 -1.5
H 0.404 -1.474 2.154 1.5 2.2 -2.0
H 1.720 -0.497 1.318 1.2 -0.1 0.3
H 0.374 -0.987 -2.006 -0.7 -1.0 0.5
H -1.260 -1.517 -1.641 2.8 0.5 0.8
H 0.053 -2.468 -1.120 -0.4 3.1 -0.4
H -0.714 0.851 -1.507 -0.4 -2.0 -0.5
H -0.378 3.121 0.997 0.4 -1.4 0.1


(2)
17
Properties=species:S:1:pos:R:3:forces:R:3 method="wB97M-V/def2-TZVPD" de_lowest_kcal_mol=0.0 fmax_ha_per_bohr=0.1028 homo_lumo_gap_ha="0.180 / 0.212" spin_multiplicity=3 e_homo_ev="-1.32 / -4.65" s_squared=2.01 energy_ha=-1287.083709 charge=-1
C 1.226 0.596 -2.068 -1.4 -1.5 -0.5
C 0.124 1.219 -1.159 -0.2 0.1 -0.8
N -1.605 0.151 1.877 -0.1 -1.8 0.3
N -0.528 0.239 -0.318 0.3 -0.3 -0.7
O -1.505 -2.408 1.193 -0.4 -0.5 1.0
O 0.300 -2.399 -0.401 2.0 0.1 -2.7
O 0.757 -0.784 1.556 1.9 1.7 1.2
O 0.366 1.537 1.677 1.2 1.7 0.3
S -0.008 -2.456 1.012 -2.5 -4.6 0.6
S -0.164 0.330 1.124 -1.0 2.2 1.2
H 1.793 1.261 -2.731 -0.1 0.2 0.4
H 1.845 0.028 -1.390 0.7 0.0 0.1
H 0.780 -0.224 -2.737 0.4 1.2 0.9
H 0.590 1.977 -0.456 -0.7 -0.1 -1.4
H -0.765 1.508 -1.779 1.2 1.0 0.2
H -1.580 0.328 2.889 0.6 -0.1 -0.6
H -1.627 -0.904 1.712 -1.7 0.7 0.6


(3)
12
Properties=species:S:1:pos:R:3:forces:R:3 method="wB97M-V/def2-TZVPD" de_lowest_kcal_mol=46.0 smiles="CC/N=P/N" fmax_ha_per_bohr=0.1244 homo_lumo_gap_ha="0.279 / 0.319" e_homo_ev="-7.44 / -8.64" energy_ha=-531.178639 charge=0
C -1.611 0.882 0.072 0.1 -0.2 -0.1
C -1.203 -0.580 -0.048 -1.0 0.5 0.1
N 0.158 -0.909 -0.064 5.5 3.3 0.0
P 1.524 0.583 -0.066 -4.5 -3.3 0.0
N 2.892 -0.318 0.055 0.1 -0.5 -0.1
H -1.262 1.437 -0.799 0.0 0.1 0.0
H -2.695 0.970 0.143 0.0 0.1 0.0
H -1.157 1.315 0.962 0.0 0.1 0.1
H -1.645 -1.005 -0.966 0.0 0.0 0.2
H -1.643 -1.146 0.792 -0.1 0.0 -0.2
H 2.841 -1.324 0.005 0.1 -0.1 0.0
H 3.800 0.095 -0.086 -0.1 0.0 0.0